(1)
{"formula": "C5H6CeCl2N2NdO4", "method": "ωB97M-V/def2-TZVPD", "e_homo_ev": [-24.3, -24.5], "de_lowest_kcal_mol": 74.1, "spin_multiplicity": 5, "e_tot_ev": -69654.3494, "charge": 4, "elements": ["Nd", "Ce", "Cl", "Cl", "C", "C", "C", "O", "O", "O", "C", "N", "C", "N", "O", "H", "H", "H", "H", "H", "H"], "xyz": [[0.792, 3.763, -0.206], [1.566, -1.137, -1.034], [2.509, 3.069, 1.502], [3.866, -0.179, -1.304], [1.393, -3.576, -1.844], [-0.993, 2.242, -0.997], [0.363, 1.726, -1.350], [1.358, -4.680, -2.188], [-2.111, 1.821, -1.072], [0.369, 0.520, -1.838], [-1.259, -1.728, 0.132], [-1.335, -0.524, 0.987], [-0.230, 0.181, 1.262], [-0.338, 1.480, 1.745], [0.933, -0.271, 0.967], [-1.197, -1.450, -0.945], [-2.182, -2.308, 0.259], [-0.381, -2.350, 0.400], [-2.246, -0.093, 1.140], [0.403, 1.712, 2.411], [-1.279, 1.784, 1.975]], "forces_ev_per_a": [[2.2, 0.9, 1.5], [2.9, 2.0, 1.1], [-1.1, 0.4, -1.2], [-2.4, -1.1, 0.2], [-0.2, -6.6, -2.1], [-8.7, -3.3, -0.8], [3.3, -2.1, -1.6], [0.2, 5.5, 1.7], [5.0, 2.5, 0.4], [-0.6, 2.6, 1.3], [-0.1, 0.3, 0.0], [1.2, 0.5, -0.6], [-1.3, 0.5, 0.0], [0.2, -1.0, -0.5], [0.0, -0.5, -1.2], [-0.3, 0.0, 0.3], [0.4, -0.1, -0.1], [-0.5, 0.0, 0.4], [0.0, -0.4, 0.3], [-0.2, 0.2, 0.1], [0.0, -0.1, 0.6]]}

---

(2)
{"formula": "C5H6Cl2N2", "method": "ωB97M-V/def2-TZVPD", "smiles": "C[C@H](Cl)[C@]1(Cl)C=CN=N1", "e_homo_ev": -9.4, "de_lowest_kcal_mol": 69.1, "spin_multiplicity": 1, "e_tot_ev": -33304.4182, "elements": ["C", "C", "Cl", "C", "Cl", "C", "C", "N", "N", "H", "H", "H", "H", "H", "H"], "xyz": [[-0.995, -1.147, 0.438], [-1.348, 0.343, 0.196], [-3.117, 0.422, 0.149], [-0.678, 0.937, -0.987], [-1.044, 0.240, -2.457], [0.831, 0.894, -1.065], [1.255, 2.173, -1.375], [0.208, 3.087, -1.431], [-0.898, 2.623, -1.153], [-1.447, -1.679, -0.312], [-1.461, -1.457, 1.381], [0.099, -1.442, 0.477], [-1.248, 0.973, 1.077], [1.419, 0.058, -1.215], [2.133, 2.369, -1.953]], "forces_ev_per_a": [[1.6, 1.2, 2.1], [-0.1, -0.7, 1.4], [-0.9, 0.0, -0.7], [1.9, 2.9, 1.5], [-1.7, -1.3, -2.7], [-0.6, 4.6, 0.0], [-0.4, -3.6, -0.5], [-1.1, 0.9, 0.7], [0.4, -2.2, -0.1], [-1.0, -1.5, -1.9], [0.2, 0.1, -0.2], [-1.1, 0.8, -0.1], [1.1, 0.0, 0.0], [0.9, -1.7, 0.1], [0.7, 0.5, 0.5]]}